105
Properties=species:S:1:pos:R:3:lowdin_charge:R:1 method="wB97M-V/def2-TZVPD" lumo_energy_ev="0.109 / -0.225" spin_multiplicity=4 orbital_gap_ev="6.0 / 5.7" de_lowest_kj_mol=268.0 s2=3.780 charge=0
Re 0.30 -0.09 -0.62 1.61
I -2.18 6.82 1.58 0.86
C -1.37 4.91 1.37 -0.74
C -1.07 4.16 2.49 -0.23
C -0.56 2.88 2.33 -0.63
I -0.06 1.78 4.02 1.04
C -0.35 2.32 1.06 -0.42
O 0.03 1.04 0.98 -0.36
C -0.58 3.13 -0.06 -0.15
C -0.11 2.80 -1.46 -0.11
N -0.32 1.43 -1.99 -0.16
C -1.63 1.24 -2.65 -0.13
C -2.78 1.05 -1.70 -0.29
C -4.08 1.15 -2.18 -0.03
C -5.12 0.85 -1.30 -0.05
C -4.82 0.50 0.00 0.00
C -3.48 0.47 0.41 -0.22
N -2.49 0.71 -0.45 0.15
C -1.11 4.41 0.11 -0.12
H -1.24 4.55 3.48 0.08
H 0.97 2.97 -1.51 0.12
H -0.57 3.50 -2.16 0.12
H 0.38 1.33 -2.73 0.10
H -1.54 0.35 -3.28 0.10
H -1.82 2.09 -3.31 0.13
H -4.27 1.44 -3.20 0.12
H -6.15 0.91 -1.64 0.11
H -5.58 0.27 0.72 0.13
H -2.05 0.24 1.88 0.04
H -1.30 5.02 -0.77 0.10
O 2.66 -1.89 1.47 0.12
C 1.51 -1.84 1.79 -0.51
O 0.49 -1.72 0.89 -0.39
C 0.95 -1.88 3.16 -0.18
C 1.75 -1.87 4.29 -0.01
C 1.14 -1.86 5.53 -0.08
C -0.25 -1.89 5.62 -0.07
C -1.05 -1.92 4.49 -0.06
C -0.44 -1.91 3.24 -0.27
P -1.27 -1.89 1.61 1.17
C -1.34 -3.72 1.32 -0.31
C -2.55 -4.27 0.91 -0.11
C -2.65 -5.63 0.62 -0.09
C -1.54 -6.45 0.73 -0.09
C -0.33 -5.91 1.15 -0.07
C -0.24 -4.56 1.45 -0.07
C -3.15 0.10 1.84 -0.34
C -3.51 -1.36 2.10 -0.24
C -4.12 -1.74 3.31 -0.16
C -4.41 -0.85 4.31 -0.15
C -4.30 0.56 4.00 -0.12
C -3.81 1.01 2.84 -0.08
H 2.83 -1.84 4.18 0.12
H 1.74 -1.84 6.43 0.10
H -0.72 -1.88 6.60 0.11
H -2.13 -1.90 4.58 0.08
H -3.43 -3.65 0.81 0.08
H -3.60 -6.04 0.32 0.10
H -1.61 -7.51 0.51 0.10
H 0.54 -6.54 1.25 0.10
H 0.72 -4.17 1.78 0.10
H -3.66 -1.99 1.23 0.04
H -4.40 -2.78 3.43 0.11
H -4.87 -1.17 5.23 0.08
H -4.69 1.28 4.71 0.10
H -3.81 2.08 2.62 0.10
C 4.40 0.17 0.08 -0.06
C 4.02 1.49 -0.59 -0.37
C 3.03 2.28 0.26 -0.06
C 3.64 1.26 -2.05 -0.14
C 4.42 1.92 -2.99 -0.05
C 4.35 1.66 -4.35 -0.09
C 3.50 0.66 -4.78 -0.05
C 2.66 -0.02 -3.90 -0.16
C 1.85 -1.15 -4.50 -0.37
C 2.24 -2.50 -3.88 -0.06
C 0.34 -0.93 -4.50 -0.08
C 2.67 0.33 -2.52 -0.26
N 1.74 -0.26 -1.68 -0.14
H 4.74 0.35 1.10 0.08
H 5.20 -0.33 -0.47 0.09
H 3.55 -0.51 0.13 0.03
H 4.92 2.10 -0.64 0.12
H 2.13 1.71 0.49 0.04
H 2.76 3.23 -0.21 0.08
H 3.50 2.53 1.22 0.09
H 5.15 2.64 -2.63 0.11
H 4.99 2.19 -5.04 0.10
H 3.48 0.39 -5.83 0.11
H 2.14 -1.19 -5.55 0.12
H 2.10 -2.49 -2.80 0.05
H 3.29 -2.71 -4.08 0.08
H 1.65 -3.31 -4.30 0.08
H -0.09 -1.03 -3.51 0.02
H -0.15 -1.66 -5.15 0.09
H 0.10 0.07 -4.89 0.08
N -2.62 -3.39 -2.38 0.08
C -1.40 -4.03 -2.34 -0.07
C -0.56 -3.17 -1.71 -0.16
N -1.24 -2.02 -1.37 -0.03
C -2.47 -2.19 -1.78 -0.18
H -3.48 -3.76 -2.75 0.16
H -1.26 -5.03 -2.72 0.12
H 0.48 -3.31 -1.46 0.11
H -3.29 -1.50 -1.65 0.12



108
Properties=species:S:1:pos:R:3:lowdin_charge:R:1 method="wB97M-V/def2-TZVPD" lumo_energy_ev="-6.160 / -5.991" spin_multiplicity=3 orbital_gap_ev="5.7 / 5.9" de_lowest_kj_mol=82.0 s2=2.014 charge=+2
V 1.52 0.12 0.11 0.72
C 5.92 2.44 3.40 -0.52
C 5.49 1.22 4.21 -0.51
S 4.08 0.27 3.56 0.84
C 2.74 0.75 4.68 -0.54
C 2.29 2.20 4.60 -0.51
S 1.72 2.68 2.95 0.84
C 2.47 4.32 2.74 -0.52
C 3.95 4.32 2.38 -0.51
S 5.09 4.01 3.77 0.90
H 5.86 2.25 2.33 0.05
H 6.97 2.64 3.62 0.07
H 5.27 1.49 5.24 0.08
H 6.32 0.51 4.24 0.07
H 3.06 0.52 5.70 0.09
H 1.92 0.06 4.44 0.04
H 3.11 2.85 4.88 0.03
H 1.47 2.35 5.31 0.08
H 2.29 4.90 3.65 0.09
H 1.89 4.78 1.94 0.07
H 4.21 5.32 2.00 0.07
H 4.15 3.61 1.58 0.04
C 3.94 -3.53 0.29 0.00
C 3.46 -4.14 1.43 0.00
C 2.46 -3.51 2.16 0.03
C 1.98 -2.30 1.72 -0.21
N 2.47 -1.68 0.62 0.01
C 3.43 -2.30 -0.07 -0.08
C 0.88 -1.57 2.39 -0.20
C 0.15 -2.06 3.44 0.03
C -0.90 -1.31 3.95 0.00
C -1.19 -0.08 3.39 0.00
C -0.41 0.37 2.34 -0.14
N 0.61 -0.36 1.85 -0.01
H 4.71 -3.99 -0.31 0.12
H 3.85 -5.10 1.75 0.13
H 2.05 -3.98 3.05 0.12
H 3.79 -1.79 -0.95 0.11
H 0.37 -3.04 3.86 0.12
H -1.49 -1.69 4.78 0.13
H -2.01 0.53 3.74 0.13
H -0.60 1.32 1.86 0.04
Se -4.33 -0.41 -3.56 0.40
P -3.48 -1.89 -2.35 0.53
C -3.14 -3.42 -3.23 -0.37
C -2.71 -3.33 -4.55 -0.10
C -2.38 -4.48 -5.25 -0.07
C -2.49 -5.73 -4.63 -0.06
C -2.92 -5.81 -3.32 -0.06
C -3.24 -4.66 -2.61 -0.08
C -4.47 -2.31 -0.89 -0.37
C -5.72 -2.89 -1.11 -0.08
C -6.54 -3.17 -0.03 -0.05
C -6.14 -2.85 1.26 -0.06
C -4.90 -2.26 1.47 -0.08
C -4.06 -2.00 0.40 -0.10
C -1.84 -1.48 -1.62 -0.36
C -1.13 -0.35 -1.27 -0.36
N 0.08 -0.82 -0.80 -0.19
N 0.06 -2.16 -0.85 0.00
N -1.06 -2.56 -1.33 0.06
P -1.38 1.45 -1.27 0.74
Se 0.52 2.34 -0.66 0.54
C -1.82 1.99 -2.91 -0.41
C -2.80 2.96 -3.08 -0.08
C -3.12 3.36 -4.37 -0.05
C -2.47 2.80 -5.46 -0.05
C -1.48 1.84 -5.28 -0.06
C -1.15 1.44 -4.00 -0.11
C -2.65 1.90 -0.08 -0.36
C -3.93 1.34 -0.19 -0.08
C -4.92 1.71 0.72 -0.04
C -4.64 2.63 1.72 -0.05
C -3.38 3.20 1.82 -0.06
C -2.38 2.84 0.92 -0.13
H -2.66 -2.37 -5.04 0.07
H -2.06 -4.42 -6.28 0.11
H -2.25 -6.62 -5.18 0.11
H -3.02 -6.78 -2.84 0.11
H -3.56 -4.74 -1.58 0.11
H -6.04 -3.12 -2.11 0.12
H -7.51 -3.63 -0.20 0.12
H -6.79 -3.07 2.10 0.11
H -4.59 -2.01 2.48 0.10
H -3.10 -1.54 0.58 0.09
H -3.31 3.38 -2.24 0.11
H -3.89 4.11 -4.52 0.12
H -2.74 3.11 -6.46 0.12
H -0.98 1.41 -6.13 0.11
H -0.39 0.68 -3.85 0.11
H -4.17 0.65 -0.99 0.03
H -5.90 1.27 0.63 0.12
H -5.42 2.92 2.41 0.12
H -3.17 3.93 2.59 0.11
H -1.40 3.29 0.99 0.05
N 5.97 2.62 -3.17 0.18
C 5.07 1.96 -2.44 -0.28
C 4.07 1.16 -3.03 0.02
C 3.17 0.51 -2.24 -0.13
N 3.18 0.60 -0.89 -0.16
C 4.12 1.36 -0.31 -0.12
C 5.07 2.04 -1.03 0.02
H 5.97 2.55 -4.18 0.13
H 6.69 3.17 -2.75 0.13
H 4.01 1.06 -4.11 0.13
H 2.41 -0.12 -2.68 0.13
H 4.09 1.41 0.77 0.07
H 5.81 2.64 -0.51 0.12



107
Properties=species:S:1:pos:R:3:lowdin_charge:R:1 method="wB97M-V/def2-TZVPD" lumo_energy_ev="-12.535 / -10.624" spin_multiplicity=4 orbital_gap_ev="1.7 / 3.6" de_lowest_kj_mol=337.0 s2=4.109 charge=+3
Mn 0.07 0.48 0.09 0.60
C -0.87 0.57 4.04 -0.20
As 0.10 1.29 2.49 1.25
C -0.30 3.18 2.76 -0.22
C 1.98 1.35 3.02 -0.40
C 2.33 1.67 4.34 -0.07
C 3.66 1.88 4.67 -0.01
C 4.64 1.78 3.70 -0.01
C 4.30 1.44 2.40 -0.07
C 2.97 1.23 2.05 -0.39
As 2.46 0.67 0.25 1.25
C 3.61 1.73 -0.94 -0.21
C 3.49 -0.99 0.14 -0.19
H -0.46 -0.37 4.39 0.04
H -1.92 0.43 3.76 0.05
H -0.84 1.30 4.85 0.06
H -0.04 3.44 3.79 0.06
H -1.37 3.39 2.61 0.05
H 0.29 3.80 2.09 0.04
H 1.56 1.75 5.10 0.11
H 3.92 2.13 5.69 0.13
H 5.68 1.95 3.96 0.13
H 5.09 1.34 1.65 0.11
H 4.63 1.72 -0.54 0.06
H 3.27 2.77 -1.00 0.04
H 3.63 1.29 -1.94 0.05
H 4.54 -0.76 0.34 0.07
H 3.41 -1.43 -0.86 0.06
H 3.13 -1.71 0.88 0.02
O -1.77 -2.78 -0.10 0.16
C -1.11 -2.25 0.76 -0.56
O -0.49 -1.12 0.52 -0.20
C -0.99 -2.75 2.19 -0.14
C 0.46 -2.71 2.68 -0.26
Ge 1.44 -4.40 2.15 1.07
C 0.98 -4.84 0.29 -0.26
C 0.45 -6.08 -0.07 -0.07
C 0.06 -6.32 -1.38 -0.05
C 0.22 -5.33 -2.34 -0.06
C 0.74 -4.10 -1.99 -0.09
C 1.11 -3.85 -0.68 -0.15
C 1.00 -5.86 3.47 -0.27
C 0.23 -5.55 4.58 -0.12
C -0.17 -6.58 5.42 -0.07
C 0.24 -7.87 5.18 -0.06
C 1.03 -8.17 4.08 -0.06
C 1.44 -7.15 3.23 -0.12
C 3.40 -4.07 2.49 -0.29
C 4.36 -4.50 1.58 -0.12
C 5.69 -4.19 1.79 -0.08
C 6.07 -3.50 2.93 -0.08
C 5.11 -3.08 3.85 -0.08
C 3.78 -3.39 3.64 -0.12
H -1.41 -3.76 2.22 0.13
H -1.62 -2.10 2.80 0.12
H 0.48 -2.61 3.77 0.06
H 0.97 -1.82 2.28 0.03
H 0.31 -6.84 0.68 0.10
H -0.37 -7.27 -1.65 0.12
H -0.07 -5.53 -3.37 0.11
H 0.84 -3.32 -2.73 0.09
H 1.49 -2.87 -0.41 0.07
H -0.09 -4.54 4.78 0.08
H -0.81 -6.34 6.26 0.11
H -0.01 -8.65 5.88 0.11
H 1.34 -9.18 3.88 0.11
H 2.08 -7.38 2.39 0.11
H 4.07 -5.06 0.70 0.10
H 6.43 -4.50 1.07 0.11
H 7.11 -3.31 3.13 0.11
H 5.40 -2.54 4.74 0.11
H 3.04 -3.11 4.38 0.10
F -4.96 4.70 -0.38 0.18
C -3.75 5.23 -0.20 -0.60
F -3.59 6.22 -1.07 0.20
F -3.71 5.74 1.03 0.18
C -2.67 4.17 -0.35 -0.03
C -1.33 4.53 -0.50 0.08
C -0.38 3.52 -0.49 -0.07
N -0.69 2.23 -0.35 -0.10
C -2.00 1.90 -0.29 -0.10
C -3.01 2.83 -0.27 0.08
H -1.04 5.56 -0.62 0.15
H 0.68 3.76 -0.57 0.14
H -2.25 0.83 -0.25 0.14
H -4.04 2.52 -0.20 0.15
S -0.19 0.00 -6.49 1.06
C -0.13 0.04 -4.72 -0.47
C 0.75 0.92 -4.11 -0.03
C 0.80 0.97 -2.73 -0.14
N 0.09 0.15 -1.93 -0.05
C -0.72 -0.74 -2.53 -0.07
C -0.88 -0.80 -3.90 0.00
C -1.90 0.54 -6.72 -0.50
C -2.12 1.90 -6.83 -0.07
C -3.43 2.32 -7.07 -0.12
N -4.41 1.46 -7.17 0.08
C -4.21 0.17 -7.08 -0.11
C -2.95 -0.36 -6.85 -0.07
H 1.38 1.57 -4.69 0.12
H 1.41 1.72 -2.24 0.07
H -1.25 -1.44 -1.89 0.11
H -1.57 -1.52 -4.32 0.13
H -1.32 2.61 -6.77 0.10
H -3.67 3.37 -7.18 0.12
H -5.08 -0.47 -7.21 0.12
H -2.80 -1.43 -6.81 0.11



106
Properties=species:S:1:pos:R:3:lowdin_charge:R:1 method="wB97M-V/def2-TZVPD" lumo_energy_ev=-9.351 orbital_gap_ev=5.6 de_lowest_kj_mol=19.8 charge=+3
W 0.31 0.84 0.11 1.79
C -0.16 -0.96 -3.56 -0.18
C -1.39 -0.08 -3.68 -0.16
C -1.82 0.46 -2.32 -0.26
N -0.76 1.25 -1.65 -0.14
C -0.56 2.48 -2.25 -0.22
C -1.49 3.09 -3.09 0.03
C -1.43 4.27 -3.84 -0.01
C -0.36 5.09 -4.11 -0.03
C 0.91 4.95 -3.56 -0.01
C 1.33 4.12 -2.54 0.02
C 0.64 3.12 -1.81 -0.21
N 1.18 2.57 -0.72 -0.09
C 2.16 3.37 0.05 -0.17
C 1.78 3.51 1.52 -0.11
C 1.85 2.17 2.27 -0.15
N 1.89 1.07 1.28 -0.16
C 3.15 0.65 0.86 -0.24
C 4.27 0.56 1.65 0.05
C 5.53 -0.16 1.51 -0.01
C 5.94 -1.11 0.60 -0.03
C 5.11 -1.31 -0.54 -0.02
C 4.47 -0.14 -0.83 0.00
C 3.10 0.11 -0.49 -0.26
N 1.94 -0.11 -1.03 -0.04
C 2.08 -0.73 -2.39 -0.15
C 1.18 -0.20 -3.49 -0.15
H -0.12 -1.69 -4.36 0.13
H -0.25 -1.53 -2.64 0.06
H -2.23 -0.64 -4.11 0.12
H -1.22 0.75 -4.38 0.12
H -2.07 -0.34 -1.64 -0.01
H -2.73 1.05 -2.39 0.12
H -2.44 2.59 -3.18 0.11
H -2.36 4.52 -4.35 0.13
H -0.51 5.89 -4.82 0.13
H 1.67 5.62 -3.95 0.13
H 2.37 4.24 -2.27 0.12
H 2.19 4.38 -0.37 0.12
H 3.16 2.96 -0.06 0.13
H 0.77 3.93 1.57 0.11
H 2.44 4.24 1.98 0.13
H 0.99 2.03 2.93 0.11
H 2.73 2.13 2.89 0.12
H 4.19 1.01 2.63 0.12
H 6.18 -0.03 2.38 0.12
H 6.73 -1.80 0.89 0.13
H 4.86 -2.30 -0.91 0.13
H 5.08 0.72 -0.56 0.13
H 1.94 -1.81 -2.27 0.13
H 3.13 -0.59 -2.67 0.12
H 1.71 -0.30 -4.43 0.13
H 1.04 0.87 -3.34 0.10
C 2.56 -2.83 1.03 -0.06
O 1.76 -1.71 1.40 -0.21
C 1.55 -1.47 2.71 -0.25
C 2.33 -2.08 3.70 0.00
C 2.09 -1.86 5.04 -0.03
C 1.07 -1.01 5.43 -0.05
C 0.30 -0.39 4.46 -0.01
C 0.51 -0.60 3.09 -0.18
N -0.33 0.17 2.17 -0.21
N -1.44 0.45 2.74 0.10
C -2.29 1.42 2.41 -0.13
C -1.90 2.44 1.53 -0.25
O -0.84 2.20 0.79 -0.21
C -2.58 3.66 1.44 0.03
C -3.71 3.81 2.19 0.05
C -4.20 2.79 3.05 -0.15
C -5.38 2.99 3.80 0.00
C -5.84 2.00 4.64 -0.03
C -5.14 0.79 4.75 -0.02
C -3.99 0.57 4.03 0.00
C -3.50 1.57 3.18 -0.09
H 2.25 -3.73 1.57 0.11
H 3.61 -2.64 1.23 0.09
H 2.40 -2.97 -0.04 0.09
H 3.13 -2.73 3.41 0.12
H 2.71 -2.34 5.78 0.13
H 0.87 -0.81 6.47 0.12
H -0.47 0.30 4.77 0.12
H -2.22 4.43 0.77 0.13
H -4.26 4.74 2.13 0.14
H -5.92 3.92 3.70 0.13
H -6.75 2.16 5.21 0.12
H -5.52 0.02 5.41 0.12
H -3.46 -0.37 4.12 0.12
C -0.10 -4.61 -0.13 0.00
N -1.06 -4.03 -1.06 -0.05
C -1.53 -2.77 -1.09 -0.57
Se -1.09 -1.50 0.26 0.95
N -2.48 -2.71 -2.03 0.15
C -2.64 -3.95 -2.65 -0.15
C -3.47 -4.40 -3.67 0.02
C -3.35 -5.72 -4.02 -0.03
C -2.43 -6.58 -3.38 -0.03
C -1.60 -6.13 -2.37 0.02
C -1.73 -4.79 -2.02 -0.14
H 0.14 -3.88 0.64 0.04
H 0.80 -4.89 -0.68 0.11
H -0.54 -5.49 0.32 0.12
H -3.04 -1.90 -2.22 0.15
H -4.19 -3.75 -4.15 0.13
H -3.97 -6.12 -4.80 0.12
H -2.37 -7.61 -3.70 0.12
H -0.90 -6.80 -1.89 0.12